(1)
The following is a DFT calculation (wB97M-V/def2-TZVPD) of a molecular structure, C29H49BN7PbS4Sb.

Structure (ORCA input):
```
! wB97M-V def2-TZVPD RIJCOSX def2/J DEFGRID3
* xyz -2 1
Pb 0.212 -0.059 1.110
Sb 0.694 -0.268 4.717
S -0.278 1.760 3.466
S 1.698 -1.420 2.693
S 0.807 3.427 3.924
S -1.246 -1.458 5.079
N 0.599 3.019 -0.837
N -0.316 -2.143 -0.419
N -1.445 0.541 -1.667
N 1.638 -0.379 -2.068
N -0.107 -2.260 -1.757
N 1.824 0.173 -0.820
N -0.912 -0.036 -2.766
C 3.042 0.705 -0.790
C -0.337 -0.534 -6.000
C 2.427 -0.602 -5.355
C 1.352 5.463 -1.309
C -2.806 -0.865 -5.686
C -0.726 -4.245 -1.008
C -3.377 2.130 -1.195
C -2.446 1.314 -2.051
C -0.342 -3.544 -2.133
C 0.930 4.097 -1.048
C -0.381 -4.168 -3.505
C -3.288 3.609 -1.594
C -2.576 1.243 -3.443
C 3.600 -2.280 -3.867
C -1.550 -3.592 -4.306
C 0.919 -4.125 -4.307
C 2.992 1.931 1.463
C -1.599 0.373 -3.876
C -2.433 -2.836 1.766
C 3.659 0.509 -2.028
C -1.182 -5.016 1.826
C 4.782 0.280 0.909
C -1.099 -3.532 1.478
C -0.708 -3.322 0.047
C -1.596 0.029 -5.358
C 3.263 -0.801 -4.095
C -3.153 1.981 0.300
C 3.809 1.327 0.340
C 2.769 -0.197 -2.800
B 0.302 -1.025 -2.616
H 2.120 2.468 1.095
H 2.324 5.459 -1.801
H 5.416 -0.147 0.127
H 3.037 -0.808 -6.239
H 2.663 1.155 2.154
H -2.180 2.382 0.578
H -1.781 0.987 -5.853
H -3.733 -0.385 -5.377
H 5.413 0.732 1.677
H 0.553 -1.404 -3.717
H 3.586 2.632 2.042
H -2.740 -1.821 -5.170
H -0.063 -1.503 -5.588
H -0.507 -0.668 -7.072
H -2.485 -3.751 -3.765
H -1.979 -5.500 1.252
H 0.831 -4.760 -5.193
H 0.624 5.952 -1.956
H -2.853 -1.058 -6.763
H -3.249 -3.331 1.228
H -0.331 -3.071 2.104
H -1.627 -4.061 -5.291
H 2.072 0.427 -5.413
H 3.937 -2.747 -4.797
H 2.726 -2.809 -3.495
H 1.425 6.007 -0.368
H 0.494 0.153 -5.869
H -4.390 1.781 -1.436
H 4.207 -0.280 -4.276
H -3.504 3.754 -2.655
H -0.595 -5.225 -3.320
H 4.202 -0.527 1.362
H 4.392 -2.370 -3.123
H 1.747 -4.496 -3.702
H -3.996 4.200 -1.007
H -1.403 -5.131 2.887
H -2.283 3.981 -1.392
H 4.651 0.825 -2.309
H -2.396 -1.792 1.451
H -3.300 1.743 -4.070
H -0.992 -5.289 -0.977
H -3.197 0.933 0.599
H -3.912 2.527 0.861
H -0.237 -5.519 1.610
H -2.636 -2.844 2.837
H 1.147 -3.113 -4.638
H -1.403 -2.522 -4.428
H 1.572 -1.273 -5.376
H 4.400 2.127 -0.126
*
```

Computed properties:
**HOMO level**: -0.3 eV
**Frontier orbital gap**: 0.155 hartree
**Relative energy (zero: lowest compared OMol25 entry of this formula, charge and spin)**: 0.040 eV
**Largest force on an atom**: 0.017 hartree/bohr

Löwdin atomic charge list, values in e, 2 entries: number 1, Pb, carries 0.82; number 2, Sb, carries 0.20

=====

(2)
The following is a DFT calculation (wB97M-V/def2-TZVPD) of 14 unconnected molecules or ions with the total composition F6H26O13P in a non-equilibrium geometry.

Structure (ORCA input):
```
! wB97M-V def2-TZVPD RIJCOSX def2/J DEFGRID3
* xyz -1 1
P -0.118 0.174 0.318
F -1.238 -0.898 0.751
F -1.016 1.495 0.612
F 0.929 1.300 -0.174
F 0.587 0.016 1.818
F 0.860 -1.017 -0.155
F -0.746 0.096 -1.183
O -0.298 -3.209 3.917
O -3.990 2.648 -1.694
O -0.852 2.087 -5.715
O 0.551 -2.149 -4.572
O -1.733 3.841 3.565
O 1.158 5.892 -1.036
O 2.186 3.277 -3.807
O 2.301 -5.738 -0.534
O -4.377 -0.648 2.959
O 4.280 -0.247 -1.433
O 1.578 2.048 5.016
O 5.138 -2.646 1.733
O -5.161 -3.692 1.404
H 1.654 5.355 -0.419
H 5.736 -2.536 2.472
H 3.452 -0.563 -1.070
H -3.312 2.002 -1.496
H -3.742 -0.819 2.264
H -2.061 3.313 4.292
H -0.364 -2.279 3.699
H 1.415 -5.395 -0.651
H -1.089 1.631 -6.522
H -1.004 1.445 -5.022
H -3.655 3.122 -2.455
H 4.265 -2.566 2.116
H 0.731 5.260 -1.615
H -4.891 -1.454 3.018
H 1.311 2.392 4.164
H -4.830 -4.590 1.387
H 4.826 -0.071 -0.667
H 1.394 -1.828 -4.893
H 2.366 -6.455 -1.165
H 0.498 -1.826 -3.672
H 2.232 2.492 -3.261
H -1.636 3.220 2.842
H -1.129 -3.584 3.625
H 0.902 1.409 5.240
H 1.724 2.993 -4.596
H -4.832 -3.299 0.595
*
```

Computed properties:
**HOMO level**: -8.9 eV
**Frontier orbital gap**: 0.405 hartree
**Relative energy (zero: lowest compared OMol25 entry of this formula, charge and spin)**: 2.304 eV
**Largest force on an atom**: 0.041 hartree/bohr

Löwdin atomic charge list, values in e, 2 entries: number 1, P, carries 0.16; number 2, F, carries -0.17

=====

(3)
The following is a DFT calculation (wB97M-V/def2-TZVPD) of 7 unconnected molecules or ions with the total composition C46H103IN2O7P in a non-equilibrium geometry.

Structure (ORCA input):
```
! wB97M-V def2-TZVPD RIJCOSX def2/J DEFGRID3
* xyz -1 1
I 1.031 0.711 2.471
P 2.989 0.846 -1.032
O -6.290 4.127 -4.638
O 0.845 -1.706 0.959
O -3.907 -7.400 -0.153
O -1.358 4.025 3.853
O -2.741 0.276 -4.655
O 1.460 2.433 8.888
O -4.617 4.525 0.243
N 2.925 2.404 -1.989
N 4.374 -0.266 4.450
C 4.396 0.516 5.609
C -0.317 3.369 7.556
C -3.491 3.489 4.836
C 2.885 -0.750 0.075
C 3.293 0.090 6.456
C -4.839 -6.924 -1.122
C -4.176 5.144 -5.180
C 2.248 4.763 -2.202
C 2.980 -4.266 -2.281
C -4.314 -7.219 -2.518
C 3.357 -1.191 4.515
C 1.959 -1.234 -3.063
C 2.628 -6.355 0.160
C -5.626 4.951 -5.596
C -5.810 3.926 -0.260
C 3.906 1.862 0.327
C 7.147 1.030 -1.647
C -2.754 3.930 3.580
C -6.192 -7.579 -0.889
C 0.546 -4.957 0.762
C -6.108 4.476 -1.646
C 1.739 0.111 -2.306
C 1.064 -2.469 -2.568
C 5.322 -0.104 3.311
C 3.303 -5.809 -2.357
C -2.031 -4.411 0.897
C 5.223 -1.077 -1.654
C -0.840 -4.947 -0.005
C 1.666 -3.865 -3.054
C 4.570 0.311 -1.974
C 1.843 3.301 -1.669
C -2.975 2.954 2.436
C 5.023 1.347 2.684
C 1.185 3.174 7.697
C -2.840 -0.337 -2.326
C -6.957 4.195 0.703
C 2.609 -1.025 5.744
C 1.197 -6.409 0.876
C 5.705 1.430 -2.194
C -5.725 4.310 -6.973
C 5.160 1.316 1.076
C 2.453 -6.696 -1.373
C 1.605 -0.772 0.999
C -2.448 2.040 -3.039
C 1.914 4.507 7.751
C -2.203 0.575 -3.363
H 3.007 0.507 7.449
H 5.822 2.013 3.117
H 5.474 2.437 -1.792
H -3.822 -8.354 -0.267
H 2.761 -1.703 -0.509
H -6.771 4.167 -7.254
H -4.925 -5.844 -0.982
H -1.078 -5.951 -0.449
H -2.597 1.960 2.696
H 5.080 -0.931 2.592
H -6.139 5.915 -5.602
H 2.980 -3.961 -1.204
H -4.177 -8.295 -2.663
H -1.710 -4.308 1.968
H -5.628 2.850 -0.323
H 7.161 0.521 -0.659
H 3.751 -0.939 0.752
H 7.726 0.444 -2.413
H -3.132 2.512 5.175
H -3.094 4.926 3.286
H 4.005 1.640 3.026
H 3.129 -5.377 0.361
H 1.780 1.280 -0.325
H 0.420 -4.567 1.807
H -2.665 -1.385 -2.578
H -2.400 -3.426 0.517
H -7.126 5.270 0.816
H -4.567 3.423 4.660
H 3.176 2.177 1.136
H -0.560 3.918 6.644
H 0.747 -0.037 -1.765
H 1.586 5.096 8.614
H 4.560 -1.973 -1.729
H 3.827 -3.754 -2.826
H 3.238 -7.150 0.686
H -3.691 0.442 -4.624
H 3.187 -6.242 -3.386
H -1.129 0.383 -3.409
H -6.933 -7.220 -1.606
H 7.717 1.998 -1.524
H 1.638 3.444 -0.583
H -3.655 4.184 -5.124
H -2.032 2.303 -2.064
H 2.490 4.771 -3.291
H 0.885 -4.625 -2.737
H 2.990 4.351 7.863
H 1.010 -2.549 -1.454
H -3.926 -0.193 -2.297
H 5.547 0.294 0.854
H 1.274 -4.307 0.208
H -1.993 2.681 -3.797
H 1.425 5.488 -1.925
H -7.007 4.022 -2.066
H -0.720 3.919 8.413
H -6.724 3.804 1.696
H 5.817 -1.174 -0.717
H 0.907 3.040 -2.267
H -0.711 -4.248 -0.883
H 1.358 -6.747 -1.637
H -2.435 -0.144 -1.330
H -3.339 -6.752 -2.667
H 5.903 1.609 -3.296
H -5.240 4.928 -7.732
H 5.979 -1.256 -2.486
H -3.521 2.264 -3.033
H 1.459 0.889 -3.079
H 0.526 -7.124 0.327
H 4.232 0.206 -3.055
H -5.257 3.322 -6.976
H -6.118 -8.667 -0.979
H 0.056 -2.356 -3.043
H -6.551 -7.368 0.120
H -4.034 2.870 2.187
H 5.129 1.318 5.840
H -4.765 5.477 0.303
H -4.118 5.595 -4.187
H 2.989 -1.644 -3.196
H -3.645 5.787 -5.886
H -5.846 3.270 -4.624
H 1.559 2.585 6.857
H -3.313 4.193 5.653
H -2.432 3.276 1.546
H 1.268 -6.772 1.933
H 4.187 2.872 -0.092
H 3.123 5.070 -1.559
H 1.712 -1.583 6.088
H -0.827 2.403 7.530
H -5.273 4.285 -2.320
H 1.133 2.945 9.637
H -7.883 3.732 0.354
H 2.826 -7.756 -1.504
H 4.387 -5.973 -2.079
H 1.593 -1.097 -4.132
H 1.738 5.090 6.845
H 6.032 2.012 0.878
H -5.000 -6.849 -3.284
H 6.378 -0.206 3.660
H 1.746 -3.945 -4.167
H -6.248 5.561 -1.613
H -1.049 3.147 4.113
H 3.176 2.299 -2.965
H -2.862 -5.185 0.868
H 3.065 -1.942 3.753
*
```

Computed properties:
**HOMO level**: -4.2 eV
**Frontier orbital gap**: 0.227 hartree
**Largest force on an atom**: 0.060 hartree/bohr

Löwdin atomic charge list, values in e, 2 entries: number 1, I, carries 0.85; number 2, P, carries 0.57

=====

(4)
The following is a DFT calculation (wB97M-V/def2-TZVPD) of a molecular structure, C58H43CoNO5P2S in a non-equilibrium geometry.

Structure (ORCA input):
```
! wB97M-V def2-TZVPD RIJCOSX def2/J DEFGRID3
* xyz 0 4
Co 0.669 0.380 -1.339
S 0.847 0.313 1.694
P -0.379 2.270 -0.617
P -0.253 -1.657 -0.798
O -0.465 0.529 -4.033
O 1.749 0.170 -3.857
O 2.497 -1.943 -0.441
O 1.904 1.186 2.246
O 3.556 2.471 -0.818
N 2.621 0.344 -0.775
C -2.041 3.861 0.789
C -3.012 2.025 -1.522
C 4.914 0.548 -0.334
C 3.650 1.278 -0.670
C -4.889 -1.338 -0.671
C -4.331 -2.145 -1.650
C -1.379 1.965 2.152
C -0.289 -2.563 -3.430
C -2.710 1.791 4.265
C -2.688 -0.747 0.068
C 1.625 5.871 -0.339
C -1.757 2.559 -1.816
C -1.009 0.202 3.790
C -4.046 2.091 -2.440
C 0.516 -3.597 2.816
C 3.133 -0.894 -0.501
C 6.204 1.004 -0.190
C 2.271 5.925 -1.563
C 1.962 -2.490 4.372
C -0.102 -4.840 2.594
C -2.616 3.254 -3.963
C -0.251 -2.744 0.702
C 0.516 0.412 -3.326
C 2.198 4.842 -2.426
C -4.007 3.822 4.081
C -2.048 0.658 4.625
C -0.837 -5.014 1.457
C 5.571 -1.746 -0.024
C 0.238 -5.782 3.722
C 1.018 -3.922 -1.941
C -3.112 3.611 2.887
C 0.881 -4.486 -4.275
C -3.848 2.531 4.920
C -4.061 -0.640 0.197
C 0.440 -2.500 1.930
C 0.718 3.709 -0.887
C 1.864 -1.355 3.544
C 6.882 -1.298 0.130
C 7.194 0.053 0.056
C 1.457 3.729 -2.071
C 0.066 -3.385 -4.490
C 1.089 -1.325 2.415
C -2.930 4.352 1.756
C 1.875 0.032 -5.284
C -1.577 3.179 -3.048
C -2.110 -1.555 -0.910
C -2.357 2.437 3.060
C 0.838 4.777 -0.005
C -1.280 2.711 0.931
C 0.174 -2.830 -2.142
C -0.884 -3.960 0.528
C 1.012 -4.907 4.742
C 4.599 -0.795 -0.245
C 1.357 -4.751 -2.998
C -2.951 -2.258 -1.767
C -3.850 2.698 -3.671
C 1.235 -3.595 4.032
C -0.665 0.809 2.607
H 1.150 -5.128 -5.104
H 1.473 2.851 -2.705
H -1.958 4.410 -0.140
H -0.652 -6.237 4.156
H 2.370 -0.436 3.819
H -1.424 -4.130 -0.393
H -1.343 -5.945 1.234
H 5.332 -2.801 0.012
H 0.867 -6.593 3.349
H 0.409 -4.744 5.637
H -4.756 1.926 4.872
H 1.947 -5.368 5.060
H -3.472 5.273 1.578
H -5.042 3.998 3.787
H -3.648 2.732 5.972
H -2.041 -0.210 0.751
H -0.458 -0.664 4.121
H -5.965 -1.262 -0.579
H 6.424 2.059 -0.280
H -4.972 -2.698 -2.325
H 2.733 4.856 -3.366
H 1.728 6.682 0.371
H 2.649 0.719 -5.622
H -4.651 2.733 -4.399
H -0.628 3.615 -3.309
H -0.918 -1.702 -3.610
H 2.556 -2.448 5.276
H -3.675 4.697 4.644
H 7.678 -2.012 0.300
H 2.851 6.798 -1.835
H -5.009 1.660 -2.193
H 2.165 -0.994 -5.507
H 2.005 -5.602 -2.831
H 1.420 -4.106 -0.956
H -2.540 -2.907 -2.527
H -0.288 -3.158 -5.487
H -2.276 0.116 5.534
H 0.336 4.764 0.952
H 0.924 0.265 -5.759
H -3.187 1.549 -0.567
H 8.221 0.371 0.182
H -4.489 -0.009 0.968
H -2.450 3.741 -4.915
*
```

Computed properties:
**HOMO level (spin up / spin down)**: -7.3 / -8.0 eV
**Frontier orbital gap (spin up / spin down)**: 0.268 / 0.293 hartree
**Largest force on an atom**: 0.032 hartree/bohr

Löwdin atomic charge list, values in e, 2 entries: number 1, Co, carries 0.37; number 2, S, carries 0.92

=====

Copy entry 2 word for word.
The following is a DFT calculation (wB97M-V/def2-TZVPD) of 14 unconnected molecules or ions with the total composition F6H26O13P in a non-equilibrium geometry.

Structure (ORCA input):
```
! wB97M-V def2-TZVPD RIJCOSX def2/J DEFGRID3
* xyz -1 1
P -0.118 0.174 0.318
F -1.238 -0.898 0.751
F -1.016 1.495 0.612
F 0.929 1.300 -0.174
F 0.587 0.016 1.818
F 0.860 -1.017 -0.155
F -0.746 0.096 -1.183
O -0.298 -3.209 3.917
O -3.990 2.648 -1.694
O -0.852 2.087 -5.715
O 0.551 -2.149 -4.572
O -1.733 3.841 3.565
O 1.158 5.892 -1.036
O 2.186 3.277 -3.807
O 2.301 -5.738 -0.534
O -4.377 -0.648 2.959
O 4.280 -0.247 -1.433
O 1.578 2.048 5.016
O 5.138 -2.646 1.733
O -5.161 -3.692 1.404
H 1.654 5.355 -0.419
H 5.736 -2.536 2.472
H 3.452 -0.563 -1.070
H -3.312 2.002 -1.496
H -3.742 -0.819 2.264
H -2.061 3.313 4.292
H -0.364 -2.279 3.699
H 1.415 -5.395 -0.651
H -1.089 1.631 -6.522
H -1.004 1.445 -5.022
H -3.655 3.122 -2.455
H 4.265 -2.566 2.116
H 0.731 5.260 -1.615
H -4.891 -1.454 3.018
H 1.311 2.392 4.164
H -4.830 -4.590 1.387
H 4.826 -0.071 -0.667
H 1.394 -1.828 -4.893
H 2.366 -6.455 -1.165
H 0.498 -1.826 -3.672
H 2.232 2.492 -3.261
H -1.636 3.220 2.842
H -1.129 -3.584 3.625
H 0.902 1.409 5.240
H 1.724 2.993 -4.596
H -4.832 -3.299 0.595
*
```

Computed properties:
**HOMO level**: -8.9 eV
**Frontier orbital gap**: 0.405 hartree
**Relative energy (zero: lowest compared OMol25 entry of this formula, charge and spin)**: 2.304 eV
**Largest force on an atom**: 0.041 hartree/bohr

Löwdin atomic charge list, values in e, 2 entries: number 1, P, carries 0.16; number 2, F, carries -0.17

=====

- Among the records above, which one has the highest largest force on an atom?
  C46H103IN2O7P

=====

- The highest largest force on an atom belongs to which entry?
  C46H103IN2O7P

=====

- Which of these has the highest largest force on an atom?
  C46H103IN2O7P